1.
{
  "formula": "C13H16ClF5N2O2S",
  "method": "ωB97M-V with the def2-TZVPD basis set",
  "energy_ha": -2122.65934,
  "smiles": "N#C[C@H](CCCC(F)(F)C(F)(F)F)[C@@H](C#N)CCCCS(=O)(=O)Cl",
  "homo_lumo_gap_ev": 11.675,
  "e_lumo_ev": 0.19,
  "mol_weight_g_mol": 394.8,
  "species": ["N", "C", "C", "C", "C", "C", "C", "F", "F", "C", "F", "F", "F", "C", "C", "N", "C", "C", "C", "C", "S", "O", "O", "Cl", "H", "H", "H", "H", "H", "H", "H", "H", "H", "H", "H", "H", "H", "H", "H", "H"],
  "coordinates": [[-1.015, 3.272, 1.998], [-0.218, 2.487, 1.720], [0.732, 1.466, 1.277], [0.798, 1.504, -0.260], [0.743, 2.909, -0.855], [1.052, 2.890, -2.367], [-0.129, 3.033, -3.292], [0.257, 2.619, -4.537], [-0.520, 4.319, -3.409], [-1.374, 2.184, -2.964], [-1.032, 0.899, -2.833], [-1.989, 2.592, -1.856], [-2.245, 2.279, -3.977], [0.248, 0.063, 1.811], [-1.209, 0.007, 1.828], [-2.324, -0.187, 2.065], [0.843, -1.089, 0.983], [1.073, -2.356, 1.794], [-0.179, -3.046, 2.355], [-0.760, -4.218, 1.530], [-0.832, -4.052, -0.236], [0.446, -3.731, -0.782], [-1.497, -5.207, -0.740], [-2.108, -2.485, -0.502], [1.675, 1.719, 1.751], [1.738, 1.066, -0.569], [-0.033, 0.916, -0.634], [1.535, 3.485, -0.384], [-0.181, 3.420, -0.622], [1.688, 3.742, -2.581], [1.632, 2.014, -2.626], [0.632, -0.041, 2.821], [1.823, -0.752, 0.657], [0.275, -1.262, 0.080], [1.681, -2.063, 2.649], [1.678, -3.062, 1.242], [-0.982, -2.356, 2.576], [0.108, -3.488, 3.303], [-0.238, -5.137, 1.765], [-1.795, -4.353, 1.822]],
  "lowdin_charge": [0.200, -0.216, -0.236, -0.157, -0.165, -0.060, -0.451, 0.107, 0.137, -0.556, 0.170, 0.179, 0.173, -0.242, -0.222, 0.194, -0.178, -0.191, -0.194, -0.267, 0.335, -0.323, -0.333, 0.447, 0.154, 0.120, 0.113, 0.124, 0.103, 0.132, 0.130, 0.154, 0.120, 0.072, 0.113, 0.107, 0.084, 0.114, 0.112, 0.101]
}

=====

2.
{
  "formula": "C13H16ClN2OsS5SbSi",
  "method": "ωB97M-V with the def2-TZVPD basis set",
  "de_lowest_ev": 0.104,
  "energy_ha": -3686.10087,
  "homo_lumo_gap_ev": [6.855, 6.026],
  "e_lumo_ev": [-0.56, -2.19],
  "s2": 6.03,
  "spin_multiplicity": 5,
  "mol_weight_g_mol": 736.1,
  "species": ["Os", "S", "Sb", "S", "S", "S", "C", "Si", "C", "C", "C", "C", "C", "C", "N", "C", "S", "H", "H", "H", "H", "H", "H", "H", "H", "H", "H", "H", "H", "Cl", "C", "C", "C", "C", "N", "C", "H", "H", "H", "H"],
  "coordinates": [[1.513, 0.934, -0.434], [5.765, -0.328, 1.252], [4.735, 1.216, 0.024], [2.727, 1.965, 1.237], [3.258, -0.009, -1.566], [5.585, 2.935, -1.109], [-3.365, -2.418, 2.796], [-2.775, -2.375, 1.033], [-3.749, -1.128, 0.066], [-2.939, -4.055, 0.252], [-0.919, -1.999, 1.097], [-0.108, -2.895, 1.795], [1.271, -2.735, 1.908], [1.860, -1.652, 1.300], [1.092, -0.786, 0.629], [-0.241, -0.925, 0.521], [-0.842, 0.438, -0.429], [-4.428, -2.667, 2.842], [-3.226, -1.444, 3.271], [-2.823, -3.159, 3.389], [-4.798, -1.437, 0.088], [-3.432, -1.073, -0.976], [-3.681, -0.127, 0.494], [-3.988, -4.359, 0.212], [-2.392, -4.820, 0.808], [-2.552, -4.043, -0.770], [-0.565, -3.756, 2.273], [1.881, -3.438, 2.456], [2.924, -1.447, 1.332], [-0.450, 6.160, -1.109], [0.548, 4.923, -1.779], [1.244, 5.127, -2.959], [2.032, 4.100, -3.436], [2.103, 2.911, -2.735], [1.422, 2.723, -1.597], [0.659, 3.721, -1.118], [1.172, 6.074, -3.477], [2.610, 4.212, -4.341], [2.728, 2.093, -3.056], [0.142, 3.544, -0.186]],
  "lowdin_charge": [0.745, -0.148, -0.127, 0.017, 0.043, -0.161, -0.172, 0.496, -0.207, -0.172, -0.221, -0.062, -0.033, -0.108, -0.252, -0.705, 0.569, 0.037, 0.040, 0.031, 0.038, 0.024, 0.023, 0.037, 0.031, 0.040, 0.107, 0.114, 0.073, 0.715, -0.636, -0.057, -0.021, -0.140, -0.177, -0.174, 0.119, 0.122, 0.057, 0.098]
}

=====

3.
{
  "formula": "C13H16ClN3O3",
  "method": "ωB97M-V with the def2-TZVPD basis set",
  "de_lowest_ev": 1.667,
  "charge": -2,
  "energy_ha": -1355.14499,
  "homo_lumo_gap_ev": 4.105,
  "e_lumo_ev": 3.67,
  "mol_weight_g_mol": 297.7,
  "species": ["Cl", "O", "C", "O", "O", "H", "N", "C", "C", "C", "C", "H", "H", "H", "H", "H", "N", "C", "C", "C", "C", "H", "H", "H", "H", "H", "N", "C", "C", "C", "C", "H", "H", "H", "H", "H"],
  "coordinates": [[-0.408, 3.536, -1.905], [3.805, 2.126, -3.517], [4.614, 3.153, -3.785], [4.329, 4.357, -3.774], [5.822, 2.958, -4.096], [2.936, 2.461, -3.284], [-3.774, -2.149, 3.059], [-4.853, -1.688, 2.276], [-4.460, -0.629, 1.515], [-3.150, -0.418, 1.881], [-2.756, -1.288, 2.901], [-3.805, -2.972, 3.643], [-5.832, -2.133, 2.182], [-5.077, -0.001, 0.890], [-2.544, 0.413, 1.552], [-1.810, -1.382, 3.414], [-1.460, -2.097, -2.955], [-2.642, -2.788, -3.083], [-2.363, -3.941, -3.850], [-0.975, -3.823, -4.211], [-0.448, -2.683, -3.621], [-1.327, -1.222, -2.469], [-3.544, -2.363, -2.666], [-3.039, -4.741, -4.115], [-0.427, -4.495, -4.854], [0.509, -2.212, -3.787], [2.506, 2.659, 2.471], [3.754, 2.114, 2.251], [4.403, 2.183, 3.415], [3.496, 2.444, 4.419], [2.263, 2.682, 3.806], [1.816, 2.790, 1.745], [4.058, 1.807, 1.260], [5.449, 1.967, 3.572], [3.642, 2.486, 5.489], [1.291, 2.889, 4.230]],
  "lowdin_charge": [-0.971, 0.051, -0.918, -0.090, -0.149, 0.087, -0.003, -0.149, -0.125, -0.124, -0.139, 0.140, 0.091, 0.102, 0.101, 0.107, -0.002, -0.129, -0.112, -0.134, -0.142, 0.159, 0.097, 0.070, 0.075, 0.116, 0.026, -0.123, -0.166, -0.143, -0.144, 0.155, 0.122, 0.091, 0.077, 0.098]
}

=====

4.
{
  "formula": "C13H16ClN3OS",
  "method": "ωB97M-V with the def2-TZVPD basis set",
  "de_lowest_ev": 11.809,
  "energy_ha": -1602.40943,
  "smiles": "CCCCn1c(-c2cc(Cl)ccc2OC)n[nH]c1=S",
  "homo_lumo_gap_ev": 8.181,
  "e_lumo_ev": -0.01,
  "mol_weight_g_mol": 297.8,
  "species": ["C", "C", "C", "C", "N", "C", "C", "C", "C", "Cl", "C", "C", "C", "O", "C", "N", "N", "C", "S", "H", "H", "H", "H", "H", "H", "H", "H", "H", "H", "H", "H", "H", "H", "H", "H"],
  "coordinates": [[-0.716, -3.520, 0.424], [0.558, -3.483, -0.640], [0.967, -1.956, -1.031], [1.592, -1.375, 0.117], [1.716, -0.114, -0.276], [0.667, 0.947, -0.022], [-0.765, 0.839, 0.210], [-1.605, 0.677, -0.798], [-2.908, 0.548, -0.415], [-4.109, 0.776, -1.949], [-3.298, -0.091, 0.650], [-2.416, -0.188, 1.904], [-0.993, 0.105, 1.629], [-0.252, 0.104, 2.741], [0.998, 1.131, 2.745], [1.089, 2.049, -0.318], [2.453, 1.974, -0.927], [2.781, 0.682, -0.702], [4.335, -0.084, -0.862], [-1.032, -4.510, 0.540], [-1.644, -3.110, -0.089], [-0.542, -3.140, 1.300], [0.130, -3.886, -1.602], [1.232, -4.021, -0.337], [1.387, -2.097, -1.764], [-0.054, -1.517, -1.194], [0.995, -1.652, 1.075], [2.580, -1.593, 0.229], [-1.255, 1.273, -1.658], [-4.362, -0.358, 1.124], [-2.610, -0.430, 2.806], [0.667, 2.052, 2.490], [0.996, 1.125, 3.793], [1.684, 0.696, 2.528], [3.002, 2.890, -1.138]],
  "lowdin_charge": [-0.046, -0.092, -0.114, -0.252, -0.030, -0.302, -0.077, -0.114, -0.522, 0.448, -0.084, 0.078, -0.178, -0.061, 0.149, 0.140, 0.080, -0.775, 0.504, 0.037, 0.094, -0.020, 0.121, -0.009, -0.015, 0.141, 0.171, 0.060, 0.148, 0.161, 0.027, 0.083, 0.098, -0.054, 0.203]
}

=====

5.
{
  "formula": "C13H16Cr2F3MgN2O18P2",
  "method": "ωB97M-V with the def2-TZVPD basis set",
  "charge": 1,
  "energy_ha": -5240.16412,
  "homo_lumo_gap_ev": [7.356, 8.554],
  "e_lumo_ev": [-5.57, -4.55],
  "s2": 12.10,
  "spin_multiplicity": 7,
  "mol_weight_g_mol": 735.5,
  "species": ["Cr", "Cr", "Mg", "O", "H", "P", "O", "O", "O", "O", "P", "O", "O", "O", "O", "C", "C", "O", "C", "O", "O", "F", "H", "H", "H", "C", "C", "O", "C", "O", "O", "F", "H", "H", "H", "C", "C", "O", "C", "O", "O", "F", "H", "H", "H", "C", "C", "N", "H", "H", "H", "C", "C", "N", "H", "H", "H"],
  "coordinates": [[-3.759, 1.208, -1.888], [-0.316, 1.161, -2.578], [-2.581, -1.521, -1.187], [-3.827, -0.735, -2.383], [-3.741, -1.262, -3.178], [-2.099, 3.259, -2.707], [-2.169, 1.691, -2.831], [-3.459, 3.065, -1.986], [-2.106, 3.922, -4.023], [-0.752, 2.946, -1.921], [-1.029, -0.016, -0.274], [-2.502, 0.461, -0.531], [-1.201, -1.488, 0.050], [0.181, 0.808, -0.642], [-1.210, -0.319, -1.798], [-0.866, -0.987, 3.278], [0.017, 0.308, 3.327], [0.475, 0.276, 4.650], [-0.202, -0.616, 5.401], [-0.117, -0.704, 6.579], [-0.957, -1.410, 4.608], [-0.699, 1.449, 3.127], [-0.510, -1.772, 2.615], [-1.851, -0.658, 2.926], [0.787, 0.297, 2.553], [1.007, -3.353, -0.852], [0.997, -4.831, -1.289], [2.158, -4.917, -2.120], [2.981, -3.934, -1.805], [4.077, -3.777, -2.272], [2.391, -2.984, -1.037], [-0.124, -5.130, -1.969], [0.636, -3.131, 0.143], [0.508, -2.692, -1.565], [1.109, -5.464, -0.408], [3.449, 4.513, 0.193], [2.859, 3.137, 0.439], [2.530, 3.149, 1.800], [3.352, 4.046, 2.399], [3.580, 4.127, 3.561], [4.062, 4.711, 1.472], [3.801, 2.183, 0.118], [2.631, 5.199, -0.024], [4.227, 4.428, -0.559], [2.001, 2.974, -0.214], [4.030, -0.123, -2.607], [2.587, -0.081, -2.731], [1.456, -0.068, -2.905], [4.276, -1.149, -2.320], [4.362, 0.487, -1.762], [4.502, 0.311, -3.485], [-6.231, -1.008, 1.631], [-5.067, -1.449, 0.910], [-4.157, -1.821, 0.323], [-6.430, 0.063, 1.637], [-5.974, -1.142, 2.691], [-7.092, -1.634, 1.416]],
  "lowdin_charge": [1.232, 1.088, 0.678, -0.341, 0.044, 0.218, -0.484, -0.330, -0.206, -0.341, 0.273, -0.396, -0.280, -0.298, -0.498, -0.084, -0.292, 0.152, -0.543, 0.203, 0.084, 0.062, 0.118, 0.128, 0.160, -0.041, -0.274, 0.168, -0.570, 0.162, 0.052, 0.089, 0.123, 0.120, 0.177, -0.040, -0.313, 0.141, -0.551, 0.199, 0.086, 0.044, 0.146, 0.144, 0.151, 0.014, -0.141, 0.148, 0.092, 0.092, 0.110, -0.015, -0.164, 0.184, 0.102, 0.110, 0.105]
}

=====

6.
{
  "formula": "C13H16N",
  "method": "ωB97M-V with the def2-TZVPD basis set",
  "de_lowest_ev": 3.722,
  "charge": 1,
  "energy_ha": -559.30981,
  "homo_lumo_gap_ev": 9.585,
  "e_lumo_ev": -2.94,
  "mol_weight_g_mol": 186.3,
  "species": ["C", "C", "C", "C", "C", "C", "C", "C", "C", "C", "C", "C", "C", "N", "H", "H", "H", "H", "H", "H", "H", "H", "H", "H", "H", "H", "H", "H", "H", "H"],
  "coordinates": [[-3.758, -0.348, 0.038], [-3.123, -1.182, -0.869], [-3.175, 0.690, 0.681], [-1.714, -1.202, -0.938], [-1.759, 0.778, 0.518], [-1.045, -0.171, -0.255], [2.222, -3.081, 0.368], [1.974, -2.478, -0.741], [-0.702, 1.600, 1.428], [2.116, 1.879, -0.807], [1.189, 0.808, -1.299], [1.739, 2.022, 0.694], [0.297, 0.461, -0.390], [0.618, 1.005, 0.955], [-4.870, -0.345, 0.099], [-3.766, -1.819, -1.380], [-3.662, 1.119, 1.584], [-1.007, -1.847, -1.534], [1.396, -3.100, 1.050], [3.228, -3.662, 0.295], [2.865, -2.031, -1.301], [-0.755, 2.584, 1.208], [-0.895, 1.152, 2.468], [3.176, 1.563, -1.003], [1.961, 2.643, -1.493], [1.313, 0.259, -2.125], [0.974, -2.303, -0.800], [2.654, 1.768, 1.173], [1.536, 3.046, 0.901], [0.972, 0.194, 1.477]],
  "lowdin_charge": [-0.091, -0.033, -0.026, 0.020, -0.092, -0.128, -0.083, -0.115, 0.036, -0.102, 0.019, -0.028, -0.160, 0.006, 0.135, 0.094, 0.137, 0.129, 0.047, 0.107, 0.101, 0.092, 0.172, 0.143, 0.099, 0.094, -0.021, 0.122, 0.124, 0.203]
}

=====

7.
{
  "formula": "C13H16N2O4S",
  "method": "ωB97M-V with the def2-TZVPD basis set",
  "de_lowest_ev": 4.916,
  "energy_ha": -1313.47951,
  "smiles": "CCCCN1/C(=C/C(=O)NO)S(=O)(=O)c2ccccc21",
  "homo_lumo_gap_ev": 8.286,
  "e_lumo_ev": -0.36,
  "mol_weight_g_mol": 296.3,
  "species": ["C", "C", "C", "C", "N", "C", "C", "C", "O", "N", "O", "S", "O", "O", "C", "C", "C", "C", "C", "C", "H", "H", "H", "H", "H", "H", "H", "H", "H", "H", "H", "H", "H", "H", "H", "H"],
  "coordinates": [[4.280, -1.717, -1.454], [3.635, -0.677, -0.438], [2.159, -0.943, -0.291], [1.473, 0.013, 0.596], [0.080, 0.244, 0.250], [-1.021, -0.304, 0.958], [-0.959, -1.357, 1.793], [-2.192, -2.008, 2.368], [-2.033, -3.152, 2.872], [-3.326, -1.323, 2.777], [-4.391, -2.019, 3.442], [-2.550, 0.368, 0.250], [-3.218, 1.016, 1.365], [-3.344, -0.675, -0.438], [-1.715, 1.451, -0.836], [-2.442, 2.227, -1.706], [-1.616, 3.168, -2.392], [-0.261, 3.238, -2.202], [0.428, 2.234, -1.465], [-0.306, 1.239, -0.696], [5.380, -1.530, -1.492], [4.125, -2.752, -1.109], [3.870, -1.532, -2.478], [3.764, 0.369, -0.741], [4.108, -0.791, 0.600], [2.005, -2.044, 0.107], [1.746, -0.962, -1.227], [1.582, -0.212, 1.577], [2.063, 0.947, 0.568], [0.023, -1.837, 1.920], [-3.572, -0.278, 2.581], [-3.928, -2.645, 4.044], [-3.524, 2.236, -1.736], [-2.189, 3.757, -3.065], [0.328, 3.987, -2.686], [1.538, 2.263, -1.617]],
  "lowdin_charge": [-0.098, -0.258, -0.236, -0.177, -0.036, -0.212, 0.049, -0.424, -0.006, 0.005, -0.016, 0.796, -0.312, -0.281, -0.254, -0.017, -0.078, -0.076, 0.014, -0.128, 0.070, 0.070, 0.079, 0.099, 0.132, 0.162, 0.085, 0.095, 0.135, 0.128, 0.146, 0.103, 0.130, 0.095, 0.102, 0.116]
}

=====

8.
{
  "formula": "C13H16NO",
  "method": "ωB97M-V with the def2-TZVPD basis set",
  "de_lowest_ev": 3.245,
  "charge": 1,
  "energy_ha": -634.59661,
  "homo_lumo_gap_ev": 8.358,
  "e_lumo_ev": -3.24,
  "mol_weight_g_mol": 202.3,
  "species": ["C", "C", "C", "C", "C", "C", "C", "C", "C", "C", "C", "C", "C", "N", "O", "H", "H", "H", "H", "H", "H", "H", "H", "H", "H", "H", "H", "H", "H", "H", "H"],
  "coordinates": [[0.775, 1.482, -0.428], [0.594, -1.013, 0.883], [-0.514, 0.934, -0.171], [1.963, 0.775, -0.136], [-0.535, -0.291, 0.496], [1.792, -0.543, 0.398], [-1.723, 1.558, -0.560], [-2.808, 1.046, -0.039], [3.379, 1.038, -0.506], [3.134, -1.189, 0.430], [4.194, -0.125, 0.109], [-1.999, -0.787, 0.577], [-4.293, 1.149, 0.003], [-2.211, -1.491, -0.781], [-2.617, -1.445, 1.537], [0.913, 2.458, -0.926], [0.573, -1.983, 1.338], [-1.766, 2.417, -1.134], [3.705, 1.094, -1.595], [3.694, 2.059, 0.008], [3.298, -1.570, 1.441], [3.334, -1.925, -0.277], [4.915, -0.525, -0.598], [4.732, 0.206, 0.951], [-4.680, 0.137, 0.112], [-4.670, 1.624, -0.990], [-4.496, 1.655, 0.979], [-2.312, -0.730, -1.505], [-3.018, -2.303, -0.955], [-1.241, -1.945, -0.977], [-2.113, -1.769, 2.318]],
  "lowdin_charge": [0.070, 0.032, -0.193, -0.146, -0.135, -0.155, -0.061, -0.067, -0.130, -0.126, -0.161, -0.320, -0.051, 0.191, 0.083, 0.135, 0.125, 0.114, 0.139, 0.159, 0.128, 0.099, 0.111, 0.094, 0.067, 0.127, 0.106, 0.162, 0.254, 0.190, 0.160]
}